# 1
C12H34BiClIN3P2 as an isolated structure, computed with ωB97M-V with the def2-TZVPD basis set.

## Properties
* molar mass: 653.71 g/mol
* ΔE to the lowest compared entry with this formula, charge and spin: 1.841 eV
* gap between HOMO and LUMO: 6.58 eV
* F_max: 4.39 eV Å⁻¹
* highest occupied orbital energy: -14.491 eV

Geometry as ORCA input:
```
! RIJCOSX wB97M-V def2-TZVPD def2/J DEFGRID3
* xyz 2 1
C 2.379 1.571 0.781
I -0.174 -0.862 -2.874
H 3.310 1.892 0.323
H 2.546 0.874 1.585
H 1.787 2.410 1.109
Bi 1.254 0.518 -0.807
P 2.613 -1.530 -0.481
C 1.738 -2.660 0.581
C 2.894 -2.362 -2.033
H 3.726 -3.066 -1.863
H 4.770 -2.155 0.210
H 3.157 -1.655 -2.827
H 4.757 -0.458 -0.374
H 0.770 -2.924 0.140
H 1.992 -2.908 -2.330
C 4.212 -1.201 0.221
H 2.358 -3.570 0.683
H 4.139 -0.843 1.257
H 1.569 -2.229 1.579
P 0.140 2.604 -1.538
C -1.474 2.705 -0.793
C 1.049 4.074 -1.131
H 0.805 2.252 -3.831
H -0.293 3.660 -3.590
H -0.937 1.975 -3.576
C -0.088 2.613 -3.309
H 2.086 4.009 -1.481
H 0.546 4.915 -1.644
H -1.954 3.631 -1.161
H -1.411 2.748 0.305
H 1.048 4.267 -0.050
H -2.083 1.840 -1.079
Cl 3.141 1.241 -2.344
C -0.972 0.087 3.455
N -1.910 -0.591 2.480
C -3.094 -1.133 3.196
C -1.688 -0.695 1.123
N -0.583 -0.192 0.668
N -2.658 -1.314 0.308
C -3.947 -2.050 0.514
C -2.545 -1.433 -1.222
H -1.329 0.070 4.508
H -0.873 1.142 3.186
H -0.011 -0.432 3.457
H -3.990 -0.641 2.814
H -3.074 -2.223 3.120
H -3.112 -0.939 4.287
H 0.025 0.249 1.448
H -4.782 -1.544 0.024
H -3.893 -3.073 0.149
H -4.295 -2.188 1.571
H -2.467 -0.420 -1.621
H -1.761 -2.185 -1.389
H -3.412 -1.870 -1.736
*
```

Table of Löwdin atomic charges, one value per atom, all in e:
1 C -0.28
2 I 0.62
3 H 0.01
4 H 0.00
5 H 0.00
6 Bi 0.84
7 P 0.60
8 C -0.23
9 C -0.28
10 H 0.08
11 H 0.09
12 H 0.04
13 H 0.06
14 H 0.06
15 H 0.02
16 C -0.22
17 H 0.09
18 H 0.07
19 H 0.06
20 P 0.60
21 C -0.22
22 C -0.22
23 H 0.04
24 H 0.08
25 H 0.02
26 C -0.28
27 H 0.06
28 H 0.09
29 H 0.09
30 H 0.06
31 H 0.07
32 H 0.05
33 Cl 0.00
34 C -0.03
35 N -0.12
36 C -0.05
37 C -0.40
38 N -0.04
39 N -0.07
40 C -0.07
41 C -0.21
42 H 0.11
43 H 0.09
44 H 0.08
45 H 0.10
46 H 0.09
47 H 0.10
48 H 0.04
49 H 0.10
50 H 0.10
51 H 0.07
52 H -0.01
53 H -0.01
54 H 0.09


# 2
C12H34Cl4O10 as an isolated structure, computed with ωB97M-V with the def2-TZVPD basis set.

## Properties
* molar mass: 480.21 g/mol
* ΔE to the lowest compared entry with this formula, charge and spin: 12.833 eV
* gap between HOMO and LUMO: 8.88 eV
* F_max: 11.76 eV Å⁻¹
* highest occupied orbital energy: -8.888 eV

Geometry as ORCA input:
```
! RIJCOSX wB97M-V def2-TZVPD def2/J DEFGRID3
* xyz 0 1
C 0.306 -1.651 -2.259
C 1.645 -2.390 -2.324
O 2.824 -1.544 -2.351
O 0.098 -0.865 -3.445
H 0.351 -0.927 -1.445
H -0.551 -2.317 -2.155
H 1.768 -3.106 -3.136
H 1.638 -3.066 -1.469
H 2.812 -0.935 -1.610
H 0.940 -0.470 -3.681
C 2.694 1.341 3.114
C 2.518 2.399 1.960
O 1.126 2.582 1.608
O 2.203 0.151 2.576
H 2.082 1.534 3.995
H 3.745 1.275 3.397
H 2.971 2.093 1.017
H 3.024 3.352 2.112
H 0.836 1.797 1.138
H 2.571 -0.644 2.969
C 4.021 -0.108 -0.294
C 4.165 1.175 -1.061
O 5.496 1.473 -1.251
O 2.689 -0.595 -0.232
H 4.453 -0.169 0.705
H 4.554 -0.929 -0.773
H 3.785 1.983 -0.435
H 3.620 1.138 -2.005
H 5.893 0.621 -1.445
H 2.198 -0.307 0.541
C -3.998 -1.067 2.031
C -3.229 -0.161 3.005
O -4.227 0.719 3.578
O -4.831 -0.228 1.190
H -4.519 -1.767 2.684
H -3.244 -1.657 1.510
H -2.436 0.474 2.611
H -2.689 -0.862 3.642
H -4.521 0.603 4.485
H -5.031 0.558 1.704
C -2.103 -0.696 -2.023
C -2.115 -1.152 -3.456
O -3.353 -1.757 -3.871
O -2.242 -1.840 -1.160
H -2.944 -0.086 -1.694
H -1.132 -0.276 -1.758
H -1.278 -1.846 -3.539
H -1.972 -0.229 -4.018
H -3.311 -1.889 -4.821
H -3.073 -2.284 -1.345
C -0.468 -0.438 0.729
Cl -1.169 0.825 1.779
Cl 0.982 0.281 -0.246
H -0.155 -1.305 1.311
H -1.284 -0.687 0.050
C -2.334 2.618 0.867
Cl -1.688 3.181 -0.667
Cl -3.877 3.497 1.250
H -2.601 1.563 0.803
H -1.636 3.014 1.604
*
```

Table of Löwdin atomic charges, one value per atom, all in e:
1 C -0.28
2 C -0.18
3 O -0.09
4 O -0.13
5 H -0.04
6 H 0.11
7 H 0.12
8 H 0.11
9 H -0.05
10 H 0.11
11 C -0.20
12 C -0.18
13 O -0.15
14 O -0.10
15 H 0.12
16 H 0.12
17 H 0.06
18 H 0.12
19 H -0.09
20 H 0.11
21 C -0.21
22 C -0.26
23 O -0.02
24 O -0.38
25 H 0.14
26 H 0.13
27 H 0.10
28 H 0.14
29 H 0.09
30 H -0.07
31 C -0.21
32 C -0.30
33 O -0.09
34 O -0.07
35 H 0.11
36 H 0.10
37 H -0.14
38 H 0.12
39 H 0.09
40 H 0.05
41 C -0.22
42 C -0.24
43 O -0.05
44 O -0.12
45 H 0.14
46 H 0.07
47 H 0.10
48 H 0.13
49 H 0.08
50 H 0.10
51 C -0.53
52 Cl 0.84
53 Cl 0.93
54 H 0.08
55 H 0.01
56 C -1.15
57 Cl 0.56
58 Cl 0.49
59 H -0.06
60 H -0.01


# 3
A 4-piece molecular cluster, C12H34IN5O4P overall, computed with ωB97M-V with the def2-TZVPD basis set.

## Properties
* molar mass: 470.31 g/mol
* ΔE to the lowest compared entry with this formula, charge and spin: 0.000 eV
* gap between HOMO and LUMO: 8.23 eV
* F_max: 1.98 eV Å⁻¹
* highest occupied orbital energy: -10.747 eV

Geometry as ORCA input:
```
! RIJCOSX wB97M-V def2-TZVPD def2/J DEFGRID3
* xyz 1 1
C -2.653 -5.787 -0.817
N -1.921 -4.694 -1.498
C -2.767 -3.682 -2.076
N -2.997 -2.584 -1.140
C -2.131 -1.612 -0.971
N -2.432 -0.620 -0.138
C -1.384 -0.291 0.877
C 0.037 -0.315 0.319
C 0.992 -0.520 1.532
C 1.805 0.696 1.965
C 2.637 0.291 3.171
I 3.060 1.582 0.474
C 0.152 -1.520 -0.614
P 1.640 -1.658 -1.747
N 1.703 -0.089 -2.469
O 2.948 -1.820 -0.776
N -0.975 -1.514 -1.614
H -3.726 -5.753 -0.972
H -2.264 -6.732 -1.158
H -2.457 -5.765 0.247
H -1.376 -5.125 -2.231
H -3.712 -4.089 -2.413
H -2.285 -3.321 -2.971
H -3.864 -2.588 -0.629
H -3.291 -0.839 0.352
H -1.518 -0.945 1.730
H -1.576 0.708 1.244
H 0.257 0.626 -0.159
H 1.624 -1.378 1.351
H 0.413 -0.774 2.412
H 1.111 1.459 2.288
H 3.357 1.049 3.432
H 3.127 -0.647 2.951
H 1.993 0.119 4.024
H 0.088 -2.436 -0.036
H 2.415 -0.185 -3.195
H 0.840 -0.021 -3.010
H 3.700 -1.354 -1.178
H -0.790 -2.294 -2.242
C 0.958 4.635 3.876
O 0.629 4.061 2.611
H 0.030 4.916 4.367
H 1.487 3.913 4.504
H 1.577 5.525 3.747
H 1.453 3.812 2.180
C -2.718 3.878 2.431
O -3.526 4.774 3.186
H -3.368 3.099 2.036
H -2.239 4.400 1.600
H -1.953 3.423 3.064
H -2.951 5.464 3.533
C 3.445 2.448 -5.164
O 3.017 1.088 -5.257
H 2.622 3.030 -4.758
H 4.307 2.538 -4.499
H 3.704 2.836 -6.151
H 3.749 0.579 -5.621
*
```

Table of Löwdin atomic charges, one value per atom, all in e:
1 C -0.09
2 N -0.09
3 C -0.21
4 N 0.16
5 C -0.40
6 N 0.13
7 C -0.09
8 C -0.29
9 C -0.22
10 C -0.77
11 C -0.16
12 I 0.90
13 C -0.36
14 P 0.84
15 N -0.17
16 O -0.32
17 N 0.09
18 H 0.08
19 H 0.08
20 H 0.07
21 H 0.11
22 H 0.13
23 H 0.13
24 H 0.17
25 H 0.15
26 H 0.13
27 H 0.13
28 H 0.11
29 H 0.10
30 H 0.12
31 H 0.06
32 H 0.06
33 H 0.08
34 H 0.08
35 H 0.13
36 H 0.01
37 H 0.04
38 H 0.05
39 H 0.09
40 C -0.14
41 O -0.16
42 H 0.07
43 H 0.08
44 H 0.08
45 H 0.03
46 C -0.17
47 O -0.12
48 H 0.07
49 H 0.08
50 H 0.06
51 H 0.07
52 C -0.14
53 O -0.15
54 H 0.08
55 H 0.08
56 H 0.08
57 H 0.08


# 4
A 5-piece molecular cluster, C12H34O5 overall, computed with ωB97M-V with the def2-TZVPD basis set.

## Properties
* molar mass: 258.40 g/mol
* SMILES: CC(C)O.CC(C)O.CCO.CCO.CCO
* ΔE to the lowest compared entry with this formula, charge and spin: 1.811 eV
* gap between HOMO and LUMO: 10.05 eV
* F_max: 1.51 eV Å⁻¹
* highest occupied orbital energy: -9.942 eV

Geometry as ORCA input:
```
! RIJCOSX wB97M-V def2-TZVPD def2/J DEFGRID3
* xyz 0 1
C 6.390 0.564 -0.071
C 5.710 -0.789 0.111
C 4.260 -0.652 0.549
O 5.782 -1.509 -1.129
H 7.338 0.532 -0.606
H 6.614 1.090 0.866
H 5.751 1.272 -0.617
H 6.380 -1.325 0.787
H 3.783 -1.619 0.709
H 3.754 -0.236 -0.331
H 4.082 0.024 1.382
H 5.149 -1.093 -1.728
C 0.773 -0.533 1.304
C 0.479 -2.016 1.130
C -0.544 -2.517 2.151
O 0.113 -2.382 -0.184
H 1.275 -0.258 2.233
H -0.132 0.086 1.331
H 1.417 -0.184 0.493
H 1.421 -2.522 1.389
H -0.140 -2.483 3.163
H -0.884 -3.544 1.985
H -1.487 -1.968 2.045
H -0.196 -1.589 -0.647
C -1.771 4.040 0.202
C -0.654 3.370 -0.578
O 0.154 4.374 -1.199
H -1.431 4.959 0.685
H -2.116 3.384 1.003
H -2.628 4.301 -0.416
H -1.141 2.750 -1.338
H -0.042 2.738 0.071
H 0.716 3.917 -1.833
C -3.136 -0.981 -2.838
C -1.653 -0.707 -2.832
O -1.269 -0.025 -1.630
H -3.744 -0.211 -2.363
H -3.385 -1.872 -2.252
H -3.435 -1.174 -3.867
H -1.390 -0.075 -3.685
H -1.096 -1.641 -2.937
H -0.443 0.449 -1.760
C -5.096 -0.352 1.895
C -4.043 -0.682 0.860
O -2.888 0.128 1.001
H -5.161 0.731 2.024
H -4.827 -0.729 2.883
H -6.062 -0.765 1.616
H -4.445 -0.658 -0.162
H -3.718 -1.734 0.951
H -2.382 0.121 0.183
*
```

Table of Löwdin atomic charges, one value per atom, all in e:
1 C -0.08
2 C -0.49
3 C -0.06
4 O -0.06
5 H 0.08
6 H 0.08
7 H 0.08
8 H 0.14
9 H 0.08
10 H 0.08
11 H 0.08
12 H 0.08
13 C -0.06
14 C -0.49
15 C -0.05
16 O -0.04
17 H 0.09
18 H 0.07
19 H 0.06
20 H 0.12
21 H 0.08
22 H 0.08
23 H 0.06
24 H 0.04
25 C -0.08
26 C -0.32
27 O -0.08
28 H 0.08
29 H 0.07
30 H 0.07
31 H 0.10
32 H 0.10
33 H 0.08
34 C -0.08
35 C -0.28
36 O -0.11
37 H 0.07
38 H 0.08
39 H 0.08
40 H 0.11
41 H 0.12
42 H 0.08
43 C -0.08
44 C -0.33
45 O -0.09
46 H 0.08
47 H 0.07
48 H 0.07
49 H 0.09
50 H 0.11
51 H 0.04